## one
Formula: C3H5NO
Source: OMol25
Level of theory: ωB97M-V/def2-TZVPD

Positions of all 10 atoms, in Å:
O  1.6904  0.5094  -0.6899
N  -1.7804  0.5485  0.9207
C  1.2013  -0.7060  -0.5797
C  -0.4844  0.2628  0.4991
C  -0.3013  -0.7134  -0.4150
H  -1.1286  -1.4041  -1.0829
H  1.7666  -1.7693  -0.9011
H  0.1134  0.9793  1.1295
H  -1.6233  1.2588  2.0003
H  -2.6817  -0.0393  0.9017

**Net charge**: 0
**HOMO-LUMO gap**: 0.326 Eh

These are the Mulliken partial charges, in e, on atoms 1 to 6: -0.53, -0.55, 0.07, 0.21, -0.42, 0.22

## two
Formula: C3H5NO
Source: OMol25
Level of theory: ωB97M-V/def2-TZVPD

Positions of all 10 atoms, in Å:
O  -1.4357  0.4357  0.0496
N  -1.3057  -0.8578  0.1132
C  0.3529  1.4182  -0.1074
C  1.0904  0.2781  -0.0450
C  1.5433  -0.8678  0.1201
H  -1.2857  -1.4385  0.9048
H  0.1066  2.0945  0.7006
H  2.1803  -1.7163  0.1360
H  -1.5642  -1.2627  -0.7716
H  0.3179  1.9166  -1.1002

**Net charge**: 0
**HOMO-LUMO gap (alpha / beta)**: 0.310 / 0.305 Eh

These are the Mulliken partial charges, in e, on atoms 1 to 6: -0.38, -0.18, -0.38, -0.12, -0.23, 0.21

Stability check: which of them is most stable? one.

## one
Formula: C5H6O
Source: OMol25
Level of theory: ωB97M-V/def2-TZVPD

Positions of all 12 atoms, in Å:
O  1.4922  -0.6351  -0.4819
C  -0.3046  0.1116  0.1757
C  0.2152  -0.7173  -0.9936
C  1.1328  0.0285  0.5998
C  -0.8402  1.4124  -0.2038
C  -1.3007  2.4754  -0.5295
H  1.6505  -0.1326  1.5409
H  -1.6992  3.4218  -0.8226
H  0.1280  -0.4519  -2.0463
H  -0.9563  -0.4171  0.8817
H  0.1337  -2.5537  0.5801
H  0.3486  -2.5421  1.2994

**Net charge**: 0
**HOMO-LUMO gap (alpha / beta)**: 0.323 / 0.299 Eh

These are the Mulliken partial charges, in e, on atoms 1 to 6: -0.19, 0.38, -0.53, -0.28, -1.01, 0.35

## two
Formula: C5H6O
Source: OMol25
Level of theory: ωB97M-V/def2-TZVPD

Positions of all 12 atoms, in Å:
O  -1.3244  1.4860  -0.0095
C  -0.4316  -0.7277  -0.6033
C  -1.0549  0.1865  0.3753
C  0.3449  -0.1936  0.7462
C  1.5680  0.8355  0.6914
C  1.5845  0.0570  -0.3246
H  -0.4955  1.9870  0.0624
H  1.9743  -0.5078  -1.1528
H  0.4333  -0.9490  1.5304
H  -1.8240  -0.2492  1.0049
H  -0.5662  -1.7991  -0.5760
H  -0.2954  -0.3008  -1.5971

**Net charge**: 0
**HOMO-LUMO gap**: 0.371 Eh

These are the Mulliken partial charges, in e, on atoms 1 to 6: -0.54, -0.79, -0.01, 0.12, -1.42, 0.44

## three
Formula: C5H6O
Source: OMol25
Level of theory: ωB97M-V/def2-TZVPD

Positions of all 12 atoms, in Å:
O  0.6328  -0.0010  -1.3040
C  -0.4705  -0.7080  -0.5848
C  0.5758  -0.9872  0.5000
C  -1.2750  0.4900  -0.0884
C  -0.3031  1.2927  0.3407
C  0.9417  0.4415  0.0691
H  -0.3165  2.3551  0.5446
H  0.3039  -1.2350  1.5270
H  1.3129  -1.6819  0.0849
H  -2.3246  0.6842  -0.2745
H  1.9279  0.8630  0.2788
H  -1.0054  -1.5134  -1.0933

**Net charge**: 0
**HOMO-LUMO gap**: 0.382 Eh

These are the Mulliken partial charges, in e, on atoms 1 to 6: -0.45, -0.09, -0.59, -0.47, -0.50, -0.08

Stability check: which of them is most stable? three.